Molecular formula: C30H44N2O23S2
Method: DFT, the ωB97M-V functional and the def2-TZVPD basis

Output
Highest occupied orbital energy = -8.47 eV
Calculated total energy = -103562.6969 eV

Structure (ORCA input):
```
! wB97M-V def2-TZVPD RIJCOSX def2/J DEFGRID3
* xyz 0 1
O -0.69031 -1.11476 1.14185
S 0.39823 -1.19192 2.16520
O 0.78061 -2.62699 2.41607
O 1.90526 -0.52136 1.77671
C 2.39376 0.02090 3.07221
C 1.44116 -0.51336 4.24936
C 1.83366 0.41105 5.49599
C 0.74415 1.53055 5.86898
S 1.48655 2.61454 7.18619
C 1.96805 4.24142 6.49245
N 3.14443 4.80694 7.04394
N 3.35962 6.02614 6.45628
C 2.28325 6.17598 5.53389
O 1.37831 5.06859 5.50912
O 0.11733 -0.42157 3.65942
H 2.10373 1.12036 2.97088
H 3.51372 -0.18267 3.18429
H 1.72424 -1.57353 4.56549
H 2.82969 0.97118 5.33924
H 1.96184 -0.24497 6.42569
H -0.14928 0.99879 6.36808
H 0.36991 2.10608 4.96234
H 2.26573 7.13368 4.93151
C 7.02097 -2.25102 0.48356
C 7.03678 -2.13550 1.99255
C 6.95842 -3.45215 2.70882
O 6.37123 -3.08198 3.95236
C 5.61569 -1.97654 3.70819
O 4.83028 -1.50746 4.48177
O 5.86436 -1.47592 2.46719
H 6.78590 -1.28657 0.02669
H 7.98749 -2.59424 0.10845
H 6.25253 -2.95296 0.14821
H 7.90379 -1.54852 2.31540
H 7.93808 -3.90808 2.86196
H 6.29948 -4.17629 2.21991
C 3.79017 5.14658 -0.71530
C 3.10139 4.02107 0.02625
C 1.94957 4.46429 0.88124
O 1.91090 3.44676 1.88007
C 3.18037 2.97466 1.99840
O 3.55170 2.24706 2.87848
O 3.97367 3.43641 0.99342
H 4.77144 4.82652 -1.07468
H 3.19125 5.47612 -1.56738
H 3.96055 6.00561 -0.06081
H 2.80648 3.23351 -0.67651
H 1.00750 4.50512 0.33065
H 2.11577 5.42878 1.37866
C -3.49996 -1.80336 0.24935
C -4.71966 -2.67731 0.05409
C -4.40491 -4.13104 -0.14333
O -5.52929 -4.58140 -0.89501
C -5.98387 -3.50355 -1.59278
O -6.79570 -3.55933 -2.47253
O -5.39095 -2.35632 -1.16489
H -3.75191 -0.75123 0.09505
H -3.08928 -1.92492 1.25304
H -2.71748 -2.04766 -0.47379
H -5.42836 -2.52283 0.87556
H -4.32282 -4.67664 0.79821
H -3.50251 -4.30513 -0.73727
C 2.83158 11.02135 -0.28529
C 2.65283 9.51896 -0.24993
C 1.22040 9.07318 -0.21054
O 1.31979 7.80489 0.43097
C 2.42101 7.86127 1.22877
O 2.69936 7.04000 2.05834
O 3.16164 8.97123 0.96635
H 3.85628 11.29284 -0.02013
H 2.60586 11.41778 -1.27742
H 2.17835 11.51501 0.43948
H 3.19965 9.05592 -1.07885
H 0.78221 8.97282 -1.20491
H 0.57938 9.71709 0.39920
C -4.85432 -3.90876 -4.92510
C -4.18709 -2.64377 -5.41711
C -3.85990 -2.65467 -6.88152
O -2.76016 -1.75047 -6.94907
C -2.14095 -1.80355 -5.73689
O -1.07135 -1.31905 -5.50066
O -2.89545 -2.48432 -4.83016
H -4.80319 -3.97154 -3.83730
H -5.90135 -3.94301 -5.23259
H -4.35297 -4.79868 -5.31424
H -4.78853 -1.77006 -5.14165
H -4.68795 -2.30672 -7.50140
H -3.52567 -3.63059 -7.24654
C -6.13098 -8.65890 -3.30440
C -6.57727 -7.78384 -4.45563
C -7.26510 -8.53130 -5.56009
O -7.00875 -7.70285 -6.68811
C -5.83851 -7.05365 -6.43552
O -5.22318 -6.42042 -7.25080
O -5.45452 -7.22300 -5.13610
H -5.39728 -8.13583 -2.68612
H -6.97999 -8.94526 -2.68014
H -5.64558 -9.57033 -3.66472
H -7.18928 -6.95516 -4.08241
H -8.33822 -8.63792 -5.39252
H -6.83353 -9.51833 -5.75367
*
```